Formula: C36H37NP2Ti
Source: OMol25
Level of theory: ωB97M-V/def2-TZVPD

The geometry in XYZ format:
```
77
Properties=species:S:1:pos:R:3:forces:R:3
Ti 1.1020 -1.2139 -0.7169 0.80 0.08 2.91
C -1.5508 0.3076 -2.4194 -1.51 0.18 -0.41
C -1.9809 -0.9654 -2.4742 -0.91 0.87 -0.19
C -1.4394 -2.1203 -3.2455 0.00 0.10 -0.88
C 0.0084 -1.8616 -3.6912 -0.17 -0.51 0.26
C 0.8272 -1.3894 -2.5248 -0.08 -2.20 -2.77
C 1.4140 -0.1073 -2.4559 1.16 0.92 -0.10
C 0.7938 1.0866 -3.2008 0.15 0.26 -0.56
C -0.7507 1.0777 -3.4261 0.90 0.53 0.22
C 1.5589 0.3989 2.9484 0.09 0.02 0.95
H -2.0106 0.9673 -1.6606 -0.03 -0.50 -0.42
H -2.9248 -1.1710 -1.9570 0.50 -0.02 0.48
H -2.0472 -2.3073 -4.1475 0.06 -0.08 0.34
H -1.5074 -3.0355 -2.6261 0.12 0.30 -0.29
H 0.4852 -2.8290 -3.9379 -0.34 0.54 -0.55
H 0.0521 -1.1479 -4.5358 0.11 -0.62 0.46
H 1.3689 -2.3477 -2.0043 0.44 0.06 -1.94
H 2.4975 0.0721 -2.2592 -0.52 -0.36 -0.14
H 1.2557 1.2570 -4.1971 -0.02 -0.51 0.45
H 1.0695 2.0330 -2.7035 -0.03 -0.50 0.36
H -1.0714 2.1404 -3.3582 0.09 -0.70 -0.07
H -0.9889 0.7743 -4.4496 0.04 -0.18 0.24
H 0.5526 0.8263 3.1165 0.71 0.05 -0.47
H 2.2028 0.7416 3.7587 0.26 0.23 -0.19
H 1.4672 -0.6682 3.1603 -0.03 -0.14 -0.40
P -2.0559 -0.5375 1.1793 0.50 1.02 -0.41
P 2.1914 0.6493 1.2733 -1.39 0.55 -0.32
C -0.4895 -0.4108 0.3480 0.36 -1.71 -0.39
C 0.7310 0.5118 0.2666 -0.92 1.27 -0.73
C -3.0298 -2.0652 1.0884 -0.09 -1.18 0.37
C -2.9962 -3.0732 0.1061 0.24 0.12 -0.08
C -3.6114 -4.3172 0.3274 0.00 0.24 -0.30
C -4.2492 -4.6150 1.5302 0.24 0.19 -0.15
C -4.2857 -3.6315 2.5081 -0.18 0.10 0.00
C -3.7269 -2.3850 2.2719 0.15 0.52 0.36
C -3.0960 0.9148 0.9042 -0.52 0.30 0.37
C -2.4869 2.1765 0.9934 0.27 -0.08 -0.40
C -3.1800 3.3269 0.6217 0.18 -0.08 -0.22
C -4.4906 3.2432 0.1462 0.22 -0.30 0.35
C -5.1162 1.9955 0.1202 -0.13 0.18 0.12
C -4.4590 0.8430 0.5553 0.63 0.14 -0.57
C 3.5346 -0.5843 1.0166 0.04 0.48 -0.60
C 3.2782 -1.9678 1.0289 0.36 0.01 -0.05
C 4.3266 -2.8315 1.4142 -0.27 -0.31 -0.50
C 5.6336 -2.3569 1.5966 -0.42 0.38 0.34
C 5.9175 -1.0060 1.3240 -0.39 -0.74 -0.03
C 4.8745 -0.1253 1.0282 0.25 -0.42 -0.07
C 2.7882 2.3182 0.9058 0.75 -0.24 0.41
C 2.7206 3.2422 1.9492 -0.36 -0.15 -0.29
C 2.8568 4.5946 1.6697 0.27 0.04 0.14
C 3.1691 5.0198 0.3858 -0.25 -0.13 -0.12
C 3.3622 4.0888 -0.6369 0.20 -0.30 0.34
C 3.2281 2.7266 -0.3676 -0.31 -0.14 -0.20
H -0.7517 -0.9029 -0.6924 -0.10 1.33 1.12
H 0.7732 1.1476 -0.6641 -0.22 0.15 1.82
H -2.4796 -2.8768 -0.8342 -0.19 -0.28 0.33
H -3.6089 -5.0743 -0.4557 0.16 0.28 0.09
H -4.7003 -5.5947 1.7089 0.21 0.36 -0.14
H -4.7424 -3.8277 3.4746 -0.01 0.09 -0.21
H -3.8063 -1.6526 3.0721 0.06 -0.11 -0.10
H -1.4295 2.2364 1.2661 -0.30 0.11 -0.04
H -2.6632 4.2840 0.6095 -0.13 -0.17 0.21
H -5.0148 4.1509 -0.1663 0.17 -0.44 0.02
H -6.1326 1.9363 -0.2584 0.10 -0.13 0.19
H -4.9648 -0.1106 0.5138 -0.06 -0.09 0.02
H 2.2954 -2.3773 0.6365 0.85 -0.14 1.34
H 4.1416 -3.8999 1.5568 -0.05 0.38 -0.22
H 6.4204 -3.0383 1.9667 -0.54 0.45 -0.42
H 6.9552 -0.6869 1.3568 -0.24 0.19 -0.08
H 5.1404 0.8809 0.7025 -0.36 0.00 0.64
H 2.5550 2.8860 2.9614 -0.23 0.27 -0.09
H 2.7337 5.3081 2.4721 0.10 0.08 -0.01
H 3.2682 6.0790 0.1774 0.00 -0.09 0.01
H 3.6429 4.4247 -1.6292 0.05 -0.08 0.11
H 3.4849 1.9958 -1.1494 -0.40 0.32 0.33
N -1.2728 -0.9850 3.9446 -0.70 1.59 -2.86
C -1.5665 -0.5649 2.8827 0.60 -1.64 3.26
```
Forces are in eV/Å.

As for the total charge: +2. The calculation puts the HOMO energy (alpha / beta) at -13.253 / -13.252 eV. For the calculated total energy, the calculation gives -81093.215 eV. The frontier orbital gap (alpha / beta) comes out at 0.2645 / 0.2645 Ha. The calculation puts the lowest unoccupied orbital energy (alpha / beta) at -6.1 / -6.1 eV. The energy relative to the best compared isomer or geometry (same formula, charge and spin) comes out at 37.9 kcal/mol.

Formula: C36H37NP2Zr
Source: OMol25
Level of theory: ωB97M-V/def2-TZVPD

The geometry in XYZ format:
```
77
Properties=species:S:1:pos:R:3:forces:R:3
Zr 0.5406 0.0946 1.9112 1.38 0.15 2.22
C -2.3196 -0.2376 6.0058 -1.45 -0.59 -0.35
C -3.1394 -0.1355 4.9422 1.14 -0.55 0.19
C -3.4137 1.0913 4.1193 -1.38 -0.15 -0.28
C -2.2896 1.8898 3.4104 0.06 0.20 -0.36
C -0.8235 1.4711 3.6027 -0.34 1.13 -0.33
C -0.3221 1.5929 4.8948 0.79 0.11 -0.77
C -1.1494 2.0417 6.0392 0.14 0.16 0.38
C -1.7974 0.8815 6.8490 0.75 -0.09 -0.03
C 2.6470 0.5118 2.4576 -0.24 -0.24 0.09
H -2.0960 -1.2426 6.3891 -0.35 0.43 -0.07
H -3.6434 -1.0403 4.5579 0.61 0.33 0.29
H -4.0351 1.8101 4.6775 0.26 -0.16 -0.01
H -4.1000 0.7273 3.3335 0.26 0.37 0.21
H -2.5318 1.9105 2.3339 0.17 0.14 0.35
H -2.3729 2.9254 3.7885 0.14 -0.28 -0.53
H -0.1998 1.9861 2.7861 -0.02 -0.10 0.94
H 0.7532 1.4172 5.0986 -0.68 0.20 -0.22
H -1.9460 2.7366 5.7255 0.37 -0.33 -0.12
H -0.4800 2.5880 6.7256 -0.23 -0.17 -0.25
H -1.0425 0.4293 7.4958 0.00 0.33 0.09
H -2.5560 1.3487 7.4988 0.12 -0.40 -0.28
H 3.1081 -0.1266 3.2283 -0.25 0.11 -0.32
H 2.6109 1.5311 2.9033 -0.22 -0.13 -0.16
H 3.3424 0.5890 1.6076 -0.33 -0.13 0.10
P -0.1350 -1.6718 -2.3566 0.31 -2.64 -1.75
P 1.3148 0.6276 -2.2529 1.71 1.30 0.02
C -1.0938 -0.2381 -2.8838 0.37 1.93 0.43
C -0.3883 0.9391 -2.7651 -1.14 -1.70 -0.04
C -0.5922 -3.0518 -3.5328 -0.45 -0.26 0.18
C -1.7706 -3.0831 -4.3036 0.19 0.02 0.00
C -1.9886 -4.1111 -5.2309 -0.15 0.17 0.01
C -1.0656 -5.1458 -5.3849 -0.05 0.34 0.25
C 0.0607 -5.1682 -4.5640 0.06 -0.01 0.08
C 0.3000 -4.1419 -3.6509 -0.24 0.49 0.03
C -0.8648 -2.2003 -0.7941 -0.31 0.64 0.45
C -0.5394 -1.4151 0.3568 -0.43 0.63 -0.64
C -1.2724 -1.5684 1.5684 -0.80 0.40 0.01
C -2.2310 -2.6354 1.6522 0.64 0.55 0.53
C -2.4982 -3.4101 0.5240 0.29 -0.34 0.04
C -1.8167 -3.2077 -0.6849 -0.03 0.24 0.71
C 2.1598 0.9451 -3.8955 -0.22 -0.10 -0.46
C 1.9626 0.0379 -4.9695 0.33 0.11 0.13
C 2.6829 0.1776 -6.1659 -0.12 0.14 0.36
C 3.5706 1.2507 -6.3210 -0.03 -0.33 -0.27
C 3.6688 2.2146 -5.3224 0.06 0.03 -0.07
C 2.9627 2.0712 -4.1277 0.04 -0.20 0.16
C 1.8061 2.0508 -1.1882 -0.14 -0.06 -0.06
C 3.0570 1.9912 -0.5334 -0.41 0.01 -0.08
C 3.4480 3.0235 0.3136 0.00 -0.18 0.01
C 2.6007 4.1087 0.5370 0.07 -0.08 -0.18
C 1.3748 4.1750 -0.1181 -0.29 0.20 0.30
C 0.9538 3.1368 -0.9467 0.11 -0.14 0.12
H -2.1157 -0.3223 -3.2668 0.34 0.23 0.07
H -0.7365 1.9382 -3.0482 -0.12 -0.49 -0.10
H -2.5302 -2.3033 -4.1825 0.30 -0.28 -0.18
H -2.8963 -4.0999 -5.8404 0.31 0.02 0.23
H -1.2287 -5.9254 -6.1291 0.03 0.20 0.25
H 0.7650 -5.9940 -4.6411 -0.10 0.20 0.03
H 1.1859 -4.1723 -3.0184 -0.06 0.01 -0.20
H 0.2415 -0.5750 0.0436 -1.29 -1.26 -0.23
H -1.3509 -0.7154 2.3767 -0.26 -1.90 -0.76
H -2.7347 -2.8705 2.6132 0.30 0.56 -0.82
H -3.2621 -4.2008 0.5496 0.39 0.47 0.22
H -2.0613 -3.8063 -1.5564 0.02 0.10 0.05
H 1.2517 -0.7889 -4.8933 0.26 0.16 0.12
H 2.5528 -0.5527 -6.9765 0.04 0.38 0.47
H 4.1792 1.3167 -7.2373 -0.43 0.10 0.55
H 4.3099 3.0874 -5.4731 -0.24 -0.31 0.10
H 3.0458 2.8529 -3.3775 0.09 -0.17 0.00
H 3.6824 1.1003 -0.6530 -0.07 0.39 -0.16
H 4.4069 2.9656 0.8259 -0.17 0.04 -0.11
H 2.8998 4.8887 1.2301 -0.02 0.01 -0.21
H 0.7358 5.0470 0.0148 0.09 -0.21 0.07
H -0.0353 3.1444 -1.4050 0.32 0.30 0.03
N 0.6282 -1.4131 4.9263 0.15 0.92 -4.09
C 0.6561 -1.0933 3.7769 0.06 -0.99 3.58
```
Forces are in eV/Å.

As for the total charge: +2. The calculation puts the HOMO energy (alpha / beta) at -12.200 / -12.198 eV. For the calculated total energy, the calculation gives -59257.116 eV. The frontier orbital gap (alpha / beta) comes out at 0.1336 / 0.1334 Ha. The calculation puts the lowest unoccupied orbital energy (alpha / beta) at -8.6 / -8.6 eV. The energy relative to the best compared isomer or geometry (same formula, charge and spin) comes out at 0.0 kcal/mol.

Formula: C36H38CsINOP3S
Source: OMol25
Level of theory: ωB97M-V/def2-TZVPD

The geometry in XYZ format:
```
82
Properties=species:S:1:pos:R:3:forces:R:3
Cs 0.9546 -0.2564 -0.7016 -0.54 0.34 -0.17
I -2.2160 1.8571 -0.8807 -0.22 0.06 -0.02
C -4.2480 1.2794 -0.6798 0.02 0.17 0.00
C -5.0486 2.3905 -0.6205 0.12 0.09 -0.01
C -6.4446 2.3059 -0.5198 -0.14 -0.12 0.01
C -7.0281 1.0782 -0.4928 0.07 0.11 0.00
C -6.2392 -0.0945 -0.5484 0.10 0.02 -0.01
C -6.9160 -1.3354 -0.5206 0.00 -0.05 0.01
C -6.2354 -2.5126 -0.5621 -0.06 0.00 0.00
C -4.8363 -2.4765 -0.6201 0.09 0.13 0.00
C -4.1193 -1.3018 -0.6497 -0.06 -0.10 -0.01
P -2.2943 -1.4986 -0.6488 0.18 -0.12 0.11
C -1.9861 -2.6063 -2.0628 -0.02 -0.01 -0.05
C -0.8038 -3.3533 -2.0781 -0.01 0.04 0.02
C -0.4344 -4.0751 -3.2018 0.02 -0.03 -0.03
C -1.2338 -4.0478 -4.3377 0.01 0.01 0.05
C -2.4025 -3.3000 -4.3380 -0.03 0.01 -0.01
C -2.7789 -2.5822 -3.2104 0.02 -0.02 0.03
C -2.0196 -2.5597 0.8220 -0.10 -0.02 -0.02
C -1.9834 -3.9531 0.8217 0.02 0.04 -0.02
C -1.7392 -4.6486 1.9958 0.00 -0.03 0.03
C -1.5476 -3.9640 3.1883 -0.01 0.00 -0.04
C -1.5873 -2.5775 3.2001 0.00 0.03 0.01
C -1.8063 -1.8784 2.0215 -0.01 -0.01 -0.01
C -4.8056 -0.0398 -0.6294 -0.12 -0.13 -0.01
H -4.5948 3.3712 -0.6597 0.01 -0.02 0.00
H -7.0316 3.2134 -0.4745 -0.01 -0.02 0.00
H -8.1035 0.9693 -0.4276 0.00 0.01 0.00
H -7.9978 -1.3189 -0.4636 0.01 -0.01 0.00
H -6.7548 -3.4616 -0.5418 0.00 0.01 0.00
H -4.2924 -3.4127 -0.6376 0.00 -0.02 0.00
H -0.1599 -3.3972 -1.2057 0.00 0.00 -0.02
H 0.4787 -4.6570 -3.1650 -0.01 0.00 -0.01
H -0.9488 -4.6087 -5.2185 0.01 0.00 0.01
H -3.0302 -3.2747 -5.2204 0.00 0.00 0.01
H -3.6952 -2.0048 -3.2251 -0.01 0.00 0.00
H -2.1167 -4.4995 -0.1038 0.00 -0.01 0.02
H -1.6878 -5.7295 1.9766 0.00 0.01 0.00
H -1.3567 -4.5103 4.1031 0.00 0.00 0.00
H -1.4364 -2.0397 4.1284 0.00 0.01 -0.01
H -1.8049 -0.7929 2.0259 0.01 0.00 0.01
C 5.5183 -0.3211 -0.3390 0.00 -0.09 0.02
P 4.1934 0.8371 -0.8233 0.16 0.15 -0.01
C 4.8050 1.3661 -2.4736 -0.04 0.07 -0.04
C 4.5536 2.3457 0.1697 0.14 -0.04 0.03
C 5.6692 2.4067 1.0111 -0.02 -0.01 -0.04
C 5.9122 3.5084 1.8133 -0.04 0.07 0.01
C 5.0427 4.5907 1.7808 0.04 -0.05 0.00
C 3.9360 4.5439 0.9515 -0.02 -0.06 -0.04
C 3.6631 3.4304 0.1526 -0.06 0.18 0.10
P 2.1500 3.4293 -0.9149 0.21 -0.10 0.02
C 2.5197 4.9070 -1.9436 -0.11 -0.01 -0.10
C 0.8799 4.1035 0.2282 -0.02 -0.04 0.01
H 6.5305 0.0392 -0.5304 -0.01 0.03 -0.01
H 5.3427 -1.2328 -0.9127 0.02 -0.01 0.02
H 5.4132 -0.5878 0.7135 0.02 -0.01 -0.01
H 5.7935 1.8253 -2.4272 0.01 -0.01 0.03
H 4.0976 2.0790 -2.9006 0.04 -0.01 -0.04
H 4.8460 0.4947 -3.1288 -0.02 0.00 0.00
H 6.3652 1.5793 1.0470 -0.02 0.00 -0.02
H 6.7833 3.5225 2.4564 -0.01 0.02 0.00
H 5.2240 5.4637 2.3947 0.01 -0.01 0.00
H 3.2678 5.3965 0.9290 0.00 0.00 0.01
H 2.7268 5.8033 -1.3571 0.00 -0.03 0.05
H 1.6643 5.0996 -2.5940 0.03 0.03 0.00
H 3.3832 4.6958 -2.5756 -0.01 0.00 0.01
H 1.1843 5.0099 0.7519 0.02 0.00 -0.01
H 0.6199 3.3332 0.9574 -0.01 0.03 0.01
H -0.0193 4.3290 -0.3495 0.01 -0.02 -0.01
S 2.3036 -5.3255 -0.7358 -0.03 -0.39 -0.02
C 2.4220 -3.7042 -0.6817 -0.07 0.55 0.01
N 2.4597 -2.5298 -0.6514 0.46 -0.60 0.06
C 0.6291 0.3849 4.3605 -0.06 0.02 -0.04
C 1.0969 0.7010 2.9648 0.03 -0.08 0.14
C 2.5862 0.7626 2.7497 -0.06 -0.01 -0.03
O 0.3111 0.8562 2.0522 0.07 0.11 0.07
H 1.1114 1.0420 5.0850 -0.01 0.00 0.00
H 0.9242 -0.6383 4.6063 0.00 0.00 0.00
H -0.4525 0.4789 4.4252 0.01 -0.02 0.00
H 3.0820 1.3190 3.5456 -0.01 0.00 0.00
H 2.8103 1.2168 1.7878 0.03 -0.01 -0.01
H 2.9826 -0.2575 2.7673 0.00 0.01 -0.01
```
Forces are in eV/Å.

As for the total charge: 0. The calculation puts the HOMO energy at -6.891 eV. For the calculated total energy, the calculation gives -88837.908 eV. The frontier orbital gap comes out at 0.2531 Ha. The calculation puts the lowest unoccupied orbital energy at 0.0 eV. The energy relative to the best compared isomer or geometry (same formula, charge and spin) comes out at 7.2 kcal/mol.